C23H30LuN9O2S | wB97M-V/def2-TZVPD

The geometry in XYZ format:
```
66
Properties=species:S:1:pos:R:3:forces:R:3
C -3.17142 -0.65887 -1.03313 0.05 0.22 -0.03
C 1.86693 -3.81119 0.49128 0.05 0.04 0.05
N -0.57417 -3.51242 0.68290 -0.07 0.03 -0.12
H -2.57350 1.77439 -1.22013 0.04 0.04 -0.06
H 5.47389 1.48056 -1.88870 -0.01 0.00 0.00
H -1.72843 -2.17684 2.89099 -0.02 -0.02 0.03
H 0.14942 -4.51976 2.38799 0.01 0.00 0.01
H 1.29785 1.12115 -4.53533 0.01 0.02 0.03
C 0.09716 2.08750 -0.11710 0.23 -0.52 0.12
H -0.08244 5.34491 -1.00996 0.00 -0.01 0.00
Lu -0.19397 -1.07453 0.31854 0.08 -1.14 1.88
C -0.29364 4.44914 -0.44141 0.06 -0.13 -0.07
H -3.18353 2.05558 3.97850 0.00 0.00 -0.01
N -3.50169 2.03703 -1.51331 -0.07 -0.05 0.01
C 0.32239 3.23245 -0.82507 0.08 0.31 -0.03
H -6.11988 0.69599 -2.79905 -0.01 0.00 0.03
H 0.07613 -0.84176 3.26968 0.04 0.06 -0.03
N -1.09392 0.92299 1.60843 0.33 -0.16 -0.41
H 3.39316 0.69393 -0.80204 -0.04 0.01 0.00
C 2.24335 0.84771 -2.62303 0.20 0.06 -0.17
N -4.15140 -0.20943 -1.70478 -0.10 -0.25 -0.05
C -0.69128 -3.88340 2.11488 0.01 -0.05 -0.10
C 3.40355 0.94296 -1.85555 -0.10 -0.03 -0.12
C 4.56174 1.39261 -2.46344 0.03 0.00 0.00
N 0.28308 -1.65892 2.70624 -0.18 0.00 -0.09
H -1.58893 -4.47914 2.28153 0.01 -0.04 0.01
O -0.33593 0.78047 -2.71318 -0.15 0.01 0.02
C -1.91847 0.94497 2.62958 -0.15 0.04 0.10
H 2.05386 -4.25158 1.47010 0.01 -0.01 0.00
H -2.14775 -0.00912 3.09470 -0.01 0.03 0.01
N 0.69372 0.81642 -0.37090 -0.31 0.78 -0.87
H 0.99218 3.22672 -1.67620 0.00 -0.01 0.03
C 1.66507 -2.09877 3.02791 -0.05 0.01 0.08
H -0.69619 -3.00287 4.06162 -0.03 0.06 0.04
C 4.55084 1.74356 -3.80989 0.01 0.01 0.01
H -1.56946 5.43753 0.95453 0.00 -0.01 0.00
N 1.96490 -2.33759 0.60811 -0.05 0.17 -0.14
H 0.39738 -5.31593 0.05801 -0.01 -0.02 -0.03
H -2.72940 4.21548 2.82635 0.02 -0.01 0.00
S 0.75298 0.32356 -1.90020 0.22 0.16 0.02
H 2.64130 -4.19834 -0.17075 0.02 -0.03 0.01
H -5.72018 2.38089 -2.74298 0.01 -0.01 -0.03
C -1.39770 3.32158 1.37514 -0.09 0.20 0.05
C 3.38748 1.64638 -4.55927 -0.01 -0.01 -0.01
C 2.21519 1.19900 -3.96824 0.14 -0.05 0.00
C -2.52460 2.11409 3.12413 0.04 -0.14 -0.01
N -2.29910 -1.13413 -0.41278 -0.16 -0.02 -0.09
H 2.79708 -0.80372 1.73903 0.00 0.02 0.00
H -3.66564 3.00955 -1.70904 0.02 0.02 -0.05
H 5.45851 2.10402 -4.27592 0.00 -0.02 0.01
H 2.04105 -1.55507 3.89431 0.01 -0.03 0.03
H 3.38965 1.92210 -5.60499 0.00 0.00 0.01
C 0.50591 -4.23264 -0.03412 -0.01 0.09 0.03
H 1.64478 -3.15101 3.31109 0.00 0.00 -0.01
C 2.59857 -1.87202 1.85234 0.00 -0.01 -0.05
O 0.79931 -1.15867 -1.67319 -0.07 0.35 -0.26
C -2.26882 3.29392 2.49039 0.02 0.11 -0.06
H 2.50120 -1.99435 -0.18097 0.03 0.01 -0.01
C -4.36079 1.08993 -1.91047 0.13 0.10 0.09
C -1.12045 4.50362 0.64119 -0.05 -0.05 0.09
H 3.55481 -2.36710 2.04306 0.02 0.01 0.00
N -5.48975 1.42898 -2.51763 -0.02 0.00 -0.02
C -0.80441 2.11124 0.97957 -0.09 -0.19 0.16
H 0.42789 -3.97379 -1.09165 -0.05 -0.02 -0.01
H -1.44637 -3.74375 0.21897 -0.04 0.03 0.00
C -0.75911 -2.66623 3.02331 0.00 0.02 -0.03
```
Positions in Å, forces in eV/Å.

## Properties
Charge: +2
Frontier orbital gap: 8.37 eV
Energy above the lowest of the compared OMol25 structures with the same formula, charge and spin: 0.0 kcal/mol
DFT total energy: -3171.191989 Ha

Now the Mulliken charges, all in e: 0.69, -0.75, -0.20, 0.00, 0.44, 0.32, 0.23, 0.50, 0.17, 0.45, 1.93, -1.07, 0.47, -0.21, -0.28, 0.26, 0.33, 0.10, 0.41, 0.37, -0.72, -0.78, -0.31, -0.77, -0.14, 0.53, -0.73, 0.03, 0.31, 0.31, 0.06, 0.48, -0.84, 0.44, -0.47, 0.46, -0.15, 0.45, 0.48, 1.52, 0.46, 0.21, 0.97, -0.72, -0.40, -1.12, -0.60, 0.31, 0.24, 0.42, 0.47, 0.44, -0.95, 0.33, -0.76, -0.85, -0.69, 0.33, 0.61, -0.98, 0.49, -0.35, -0.22, 0.42, 0.38, -0.75